1.
Here is 2 unconnected molecules or ions with the total composition C8H11BrN3OS at a distorted geometry from the Open Molecules 2025 dataset. Energies are from the ωB97M-V functional and the def2-TZVPD basis.

Geometry (Å):
C -0.844 -0.879 -0.954
C 0.507 -3.784 0.817
C 0.375 -0.205 1.059
C 0.276 -2.436 0.696
C -0.463 -2.150 -0.521
C -0.301 0.204 -0.167
C -1.022 2.724 1.383
C -0.008 2.601 0.245
N 0.657 -1.367 1.494
N -0.827 -3.253 -1.172
N -0.395 1.465 -0.547
O 1.313 2.436 0.686
S -0.220 -4.699 -0.423
Br 2.896 -0.123 -2.347
H -1.612 -0.782 -1.756
H 0.763 -4.308 1.697
H 0.685 0.646 1.617
H -1.016 1.841 2.075
H -0.910 3.547 2.123
H -1.975 2.895 0.728
H -0.160 3.517 -0.453
H -1.426 -3.293 -1.889
H 2.847 0.884 -3.243
H -0.962 1.478 -1.386
H 1.822 3.040 0.237

Output
- Orbital gap: 7.4780 eV
- Calculated total energy: -3522.86440 Ha
- ΔE to the lowest compared entry with this formula, charge and spin: 0.0 kcal/mol
- Total charge: +1

2.
Here is a single C8H11BrO molecule at a distorted geometry from the Open Molecules 2025 dataset. Energies are from the ωB97M-V functional and the def2-TZVPD basis.

Geometry (Å):
C -0.884 -1.956 -0.126
C 1.870 0.324 0.973
C 1.521 -1.106 0.489
C 0.765 1.178 0.260
C 0.001 -1.146 0.853
C -0.430 0.301 0.471
C -1.557 0.136 -0.564
C -1.491 0.837 -1.899
O -1.210 -3.071 -0.352
Br -3.342 0.160 0.233
H 1.879 0.328 2.162
H 2.927 0.688 0.748
H 1.694 -1.149 -0.527
H 2.222 -1.818 1.082
H 0.741 2.180 0.582
H 1.142 1.362 -0.732
H -0.183 -1.401 1.902
H -1.008 0.851 1.247
H -0.818 1.755 -1.783
H -2.613 1.260 -2.220
H -1.227 0.287 -2.800

Output
- Orbital gap (alpha / beta): 8.2197 / 8.2190 eV
- Calculated total energy: -2960.54991 Ha
- ΔE to the lowest compared entry with this formula, charge and spin: 52.5 kcal/mol
- Total charge: 0

3.
Here is 2 unconnected molecules or ions with the total composition C8H11BrO2P2 at a distorted geometry from the Open Molecules 2025 dataset. Energies are from the ωB97M-V functional and the def2-TZVPD basis.

Geometry (Å):
C 0.623 0.592 -1.563
C 1.702 0.596 -0.662
C 0.488 -0.815 0.850
C -0.654 -0.056 -1.321
C 1.719 -0.117 0.529
C -0.562 -0.841 -0.072
C 4.045 -0.333 1.024
C -1.661 -0.289 -2.175
O -1.659 -1.619 0.152
O 2.666 -0.307 1.426
P -3.307 1.750 -0.055
P -3.839 -0.150 0.789
Br -5.039 0.329 2.595
H 0.737 1.121 -2.557
H 2.557 1.199 -0.750
H 0.482 -1.315 1.741
H 4.577 -1.069 1.680
H 4.634 0.591 1.037
H 4.150 -0.744 0.044
H -2.533 -0.780 -1.851
H -1.836 0.316 -3.009
H -1.612 -2.186 1.039
H -3.670 2.627 0.956
H -2.008 1.499 0.152

Output
- Orbital gap (alpha / beta): 6.0121 / 6.8969 eV
- Calculated total energy: -3718.49175 Ha
- ΔE to the lowest compared entry with this formula, charge and spin: 52.9 kcal/mol
- Total charge: 0

4.
Here is a single C8H11BrOSi molecule at a distorted geometry from the Open Molecules 2025 dataset. Energies are from the ωB97M-V functional and the def2-TZVPD basis.

Geometry (Å):
C -2.966 1.902 0.020
C -1.850 2.480 0.670
C -2.901 0.671 -0.520
C -0.681 1.716 0.764
C -1.715 -0.088 -0.494
C -0.594 0.462 0.104
C 1.955 -2.646 -1.275
C 2.556 0.265 0.832
O 1.194 -1.524 -1.030
Si 0.990 -0.624 0.280
Br 0.363 -2.187 1.953
H -3.849 2.404 -0.029
H -2.021 3.525 0.901
H -3.689 0.040 -1.007
H 0.154 2.172 1.230
H -1.776 -1.039 -0.907
H 2.181 -2.666 -2.296
H 1.374 -3.535 -1.091
H 2.886 -2.683 -0.748
H 2.816 1.015 0.033
H 2.253 0.861 1.751
H 3.320 -0.519 0.858

Output
- Orbital gap: 10.0659 eV
- Calculated total energy: -3250.25700 Ha
- ΔE to the lowest compared entry with this formula, charge and spin: 0.0 kcal/mol
- Total charge: 0

5.
Here is a gas-phase ion, C8H11ClN4O2 (charge +2) at a distorted geometry from the Open Molecules 2025 dataset. Energies are from the ωB97M-V functional and the def2-TZVPD basis.

Geometry (Å):
C -0.646 0.777 0.539
C -2.895 0.208 0.193
C 0.375 1.811 0.912
C 1.786 1.228 1.287
C 1.094 -1.020 0.191
C -0.352 -0.523 0.087
C 2.174 0.001 0.502
C -3.357 -1.809 -1.266
N -1.225 -1.207 -0.497
N -1.949 1.034 0.608
N -2.537 -0.931 -0.545
N 2.595 0.573 -0.916
O 2.062 1.475 -1.417
O 3.652 0.005 -1.508
Cl -4.486 0.672 0.481
H 0.551 2.717 0.290
H 0.007 2.408 1.769
H 2.458 1.997 1.091
H 1.859 0.951 2.359
H 0.972 -1.602 1.138
H 1.299 -1.586 -0.757
H 4.165 -0.620 -1.041
H 2.979 -0.485 0.930
H -3.775 -1.232 -2.147
H -4.033 -2.099 -0.564
H -2.774 -2.741 -1.718

Output
- Orbital gap: 8.3648 eV
- Calculated total energy: -1140.30729 Ha
- ΔE to the lowest compared entry with this formula, charge and spin: 0.0 kcal/mol
- Total charge: +2

6.
Here is 2 unconnected molecules or ions with the total composition C8H11ClNS at a distorted geometry from the Open Molecules 2025 dataset. Energies are from the ωB97M-V functional and the def2-TZVPD basis.

Geometry (Å):
C 3.187 -0.386 0.231
C 2.366 -0.946 1.130
C 2.703 0.271 -0.945
C 1.040 -0.799 0.987
C 1.282 0.434 -1.058
C 0.549 -0.135 -0.105
C -1.895 0.841 1.122
C -1.508 -0.130 -0.080
N -1.933 0.396 -1.388
S -1.938 -1.895 0.064
Cl -3.296 1.993 0.716
H 4.263 -0.526 0.222
H 2.776 -1.536 1.977
H 3.362 0.580 -1.723
H 0.244 -1.175 1.530
H 0.910 1.055 -1.880
H -2.105 0.356 2.058
H -1.137 1.717 1.257
H -2.187 -0.377 -2.060
H -2.631 1.115 -1.136
H -0.990 0.843 -1.740
H -3.061 -1.695 0.817

Output
- Orbital gap: 9.8348 eV
- Calculated total energy: -1224.22127 Ha
- ΔE to the lowest compared entry with this formula, charge and spin: 78.4 kcal/mol
- Total charge: +1